No. 1
This record from the OMol25 dataset describes a structure of composition C11H13FeN2O3 in a non-equilibrium geometry. The level of theory is ωB97M-V with the def2-TZVPD basis set.

Output
total charge	+1
highest occupied orbital energy (spin up / spin down)	-8.97 / -12.28	eV
max |F|	6.024	eV/A
spin multiplicity	5
energy	-2025.4033	Ha
⟨S²⟩	6.05
orbital gap (spin up / spin down)	5.727 / 4.542	eV

Geometry (Å):
O (1.005, -3.732, 3.191)
C (0.651, -2.839, 2.543)
Fe (0.088, -1.501, 1.584)
C (-0.879, -2.675, 0.746)
O (-1.562, -3.455, 0.207)
C (-1.236, -1.237, 2.731)
O (-2.049, -0.814, 3.450)
C (-0.264, 0.173, -0.028)
C (-0.087, 1.093, 1.007)
C (0.812, 0.987, 2.046)
C (1.679, -0.078, 2.295)
C (2.241, -0.990, 1.385)
C (1.839, -1.209, 0.077)
C (0.610, -0.839, -0.464)
H (-1.150, 0.333, -0.662)
H (-0.777, 1.949, 1.028)
H (0.778, 1.783, 2.804)
H (2.104, -0.106, 3.310)
H (3.074, -1.595, 1.771)
H (2.414, -1.946, -0.500)
H (0.295, -1.359, -1.383)
C (-1.981, 2.211, -3.484)
N (-1.063, 1.390, -2.721)
N (0.189, 2.107, -2.626)
H (-2.920, 1.676, -3.596)
H (-2.137, 3.135, -2.925)
H (-1.564, 2.463, -4.463)
H (-0.853, 0.510, -3.183)
H (-0.046, 2.984, -2.157)
H (0.790, 1.585, -1.984)


No. 2
This record from the OMol25 dataset describes a structure of composition C16H12N3O3PtS3. The level of theory is ωB97M-V with the def2-TZVPD basis set.

Output
total charge	-2
highest occupied orbital energy (spin up / spin down)	0.01 / 0.20	eV
max |F|	0.743	eV/A
spin multiplicity	2
energy	-2320.7800	Ha
⟨S²⟩	0.76
orbital gap (spin up / spin down)	4.878 / 4.686	eV

Geometry (Å):
Pt (0.819, 0.189, 0.761)
O (1.507, 2.441, 0.704)
N (0.762, 3.201, -0.053)
C (0.509, 4.454, 0.386)
C (-0.222, 5.362, -0.335)
C (-0.734, 4.958, -1.573)
C (-0.498, 3.676, -2.001)
C (0.243, 2.737, -1.250)
S (0.504, 1.135, -1.731)
H (0.943, 4.648, 1.355)
H (-0.392, 6.350, 0.069)
H (-1.319, 5.638, -2.182)
H (-0.892, 3.318, -2.943)
O (-0.701, -3.699, -0.397)
C (0.048, -2.943, 0.238)
O (-0.313, -1.772, 0.602)
C (1.414, -3.472, 0.665)
C (1.505, -4.868, 0.571)
C (2.623, -5.591, 0.933)
C (3.730, -4.886, 1.407)
C (3.673, -3.517, 1.501)
C (2.534, -2.744, 1.150)
S (2.786, -1.027, 1.358)
H (0.629, -5.372, 0.185)
H (2.635, -6.672, 0.849)
H (4.637, -5.406, 1.701)
H (4.534, -2.967, 1.863)
S (-1.190, 0.885, 2.277)
C (-2.077, 0.885, 0.857)
N (-2.272, -0.304, 0.164)
C (-2.977, -0.374, -0.951)
C (-3.661, 0.718, -1.415)
C (-3.437, 1.901, -0.691)
N (-2.698, 2.007, 0.372)
H (-1.564, -1.072, 0.364)
H (-2.950, -1.334, -1.452)
H (-4.246, 0.692, -2.320)
H (-3.895, 2.827, -1.036)


No. 3
This record from the OMol25 dataset describes a cluster of 2 separate species, C5H14S in total in a non-equilibrium geometry. The level of theory is ωB97M-V with the def2-TZVPD basis set.

Output
highest occupied orbital energy	-8.49	eV
max |F|	3.082	eV/A
spin multiplicity	1
energy	-597.0389	Ha
SMILES	CCC.CSC
orbital gap	9.509	eV

Geometry (Å):
C (2.677, 1.266, -2.792)
S (0.990, 0.704, -2.112)
C (0.352, 2.212, -1.247)
H (3.074, 1.826, -1.958)
H (2.373, 1.912, -3.625)
H (3.138, 0.271, -2.861)
H (1.115, 2.513, -0.549)
H (0.124, 2.964, -2.024)
H (-0.525, 2.061, -0.609)
C (-1.252, -2.161, 0.501)
C (-0.842, -1.015, 1.467)
C (-1.540, -0.996, 2.830)
H (-0.887, -3.108, 0.936)
H (-0.711, -2.122, -0.435)
H (-2.301, -2.277, 0.221)
H (-0.956, -0.054, 0.876)
H (0.186, -1.312, 1.667)
H (-1.293, -0.046, 3.299)
H (-2.640, -0.976, 2.855)
H (-1.081, -1.663, 3.560)


No. 4
This record from the OMol25 dataset describes a cluster of 7 separate species, C49H65BFN5O2P in total in a non-equilibrium geometry. The level of theory is ωB97M-V with the def2-TZVPD basis set.

Output
total charge	+1
highest occupied orbital energy	-10.37	eV
max |F|	6.349	eV/A
spin multiplicity	1
energy	-2796.0015	Ha
orbital gap	6.934	eV

Geometry (Å):
C (-5.431, 1.014, -1.912)
C (-4.259, 0.787, -2.994)
C (-4.407, -0.559, -3.853)
C (-3.363, -1.705, -3.436)
C (-3.863, -2.316, -2.044)
C (-4.841, -3.576, -2.173)
C (-4.950, -4.217, -0.686)
C (-5.644, -3.190, 0.360)
C (-4.751, -2.945, 1.668)
C (-3.537, -1.924, 1.436)
C (-2.110, -2.597, 1.577)
N (-1.326, -3.326, 0.594)
C (-0.075, -3.715, 1.194)
N (0.963, -4.374, 0.653)
P (0.778, -4.856, -1.065)
N (1.289, -3.614, -1.948)
N (-0.049, -3.234, 2.557)
F (0.932, -3.355, 3.452)
N (-1.231, -2.606, 2.688)
C (-1.675, -1.884, 3.942)
B (-1.180, -0.321, 3.738)
O (-1.954, 0.809, 4.151)
O (0.099, -0.142, 3.071)
H (-6.231, 1.724, -2.287)
H (-5.966, 0.041, -1.627)
H (-4.946, 1.393, -0.943)
H (-3.242, 0.881, -2.497)
H (-4.323, 1.662, -3.734)
H (-4.147, -0.275, -4.933)
H (-5.450, -1.026, -3.784)
H (-2.338, -1.230, -3.225)
H (-3.230, -2.518, -4.214)
H (-4.435, -1.492, -1.502)
H (-2.962, -2.643, -1.419)
H (-4.388, -4.311, -2.909)
H (-5.878, -3.206, -2.483)
H (-5.552, -5.177, -0.803)
H (-3.897, -4.489, -0.315)
H (-5.959, -2.216, -0.151)
H (-6.628, -3.702, 0.655)
H (-4.319, -3.950, 2.000)
H (-5.407, -2.516, 2.501)
H (-3.614, -1.130, 2.263)
H (-3.641, -1.331, 0.460)
H (1.812, -4.559, 1.200)
H (1.536, -6.044, -1.315)
H (-0.606, -5.139, -1.332)
H (1.624, -2.865, -1.321)
H (-2.805, -1.893, 4.057)
H (-1.229, -2.361, 4.871)
H (-2.719, 0.819, 3.526)
H (-0.068, -0.099, 2.100)
C (3.743, -1.504, -4.913)
C (3.468, -2.347, -3.840)
C (4.362, -2.434, -2.778)
C (5.526, -1.671, -2.783)
C (5.798, -0.826, -3.854)
C (4.909, -0.745, -4.920)
H (3.047, -1.438, -5.743)
H (2.559, -2.936, -3.833)
H (4.151, -3.097, -1.946)
H (6.220, -1.736, -1.952)
H (6.704, -0.230, -3.857)
H (5.124, -0.089, -5.758)
C (-1.088, 4.574, -1.122)
C (-1.121, 5.058, -2.426)
C (-2.337, 5.203, -3.085)
C (-3.523, 4.873, -2.436)
C (-3.491, 4.392, -1.132)
C (-2.274, 4.238, -0.476)
H (-0.139, 4.458, -0.610)
H (-0.197, 5.322, -2.929)
H (-2.362, 5.574, -4.103)
H (-4.472, 4.991, -2.948)
H (-4.415, 4.136, -0.625)
H (-2.249, 3.858, 0.540)
C (5.977, -1.089, -8.657)
C (7.199, -0.656, -8.153)
C (7.960, 0.262, -8.868)
C (7.495, 0.755, -10.083)
C (6.272, 0.325, -10.585)
C (5.514, -0.601, -9.875)
H (5.385, -1.808, -8.100)
H (7.558, -1.035, -7.202)
H (8.916, 0.595, -8.478)
H (8.087, 1.475, -10.638)
H (5.908, 0.710, -11.532)
H (4.563, -0.940, -10.269)
C (-4.539, -0.251, 6.397)
C (-4.233, 1.086, 6.161)
C (-5.208, 2.063, 6.332)
C (-6.487, 1.705, 6.748)
C (-6.791, 0.369, 6.987)
C (-5.819, -0.610, 6.807)
H (-3.779, -1.014, 6.261)
H (-3.237, 1.365, 5.845)
H (-4.972, 3.105, 6.142)
H (-7.245, 2.467, 6.886)
H (-7.788, 0.090, 7.312)
H (-6.059, -1.652, 6.989)
C (3.330, 0.525, 4.756)
C (2.048, 0.541, 5.295)
C (1.867, 0.780, 6.654)
C (2.969, 1.011, 7.472)
C (4.251, 0.998, 6.932)
C (4.432, 0.750, 5.575)
H (3.472, 0.335, 3.697)
H (1.190, 0.368, 4.654)
H (0.868, 0.787, 7.076)
H (2.828, 1.202, 8.530)
H (5.109, 1.180, 7.569)
H (5.432, 0.735, 5.155)
C (5.000, 3.717, 3.503)
C (6.219, 4.130, 4.030)
C (6.987, 5.072, 3.352)
C (6.530, 5.608, 2.153)
C (5.309, 5.198, 1.628)
C (4.546, 4.249, 2.300)
H (4.403, 2.981, 4.029)
H (6.572, 3.717, 4.969)
H (7.940, 5.389, 3.760)
H (7.126, 6.346, 1.627)
H (4.952, 5.617, 0.693)
H (3.596, 3.925, 1.888)


No. 5
This record from the OMol25 dataset describes the molecule C4H4O4 in a non-equilibrium geometry. The level of theory is ωB97M-V with the def2-TZVPD basis set.

Output
highest occupied orbital energy	-10.09	eV
max |F|	10.246	eV/A
spin multiplicity	1
energy	-455.6348	Ha
SMILES	O=COCC(=O)C=O
orbital gap	9.215	eV

Geometry (Å):
C (-1.033, -0.489, 2.057)
C (0.575, -0.596, 0.124)
C (0.772, 0.070, -1.215)
C (-0.416, 0.884, -1.855)
H (-2.000, -1.039, 2.109)
H (1.210, 0.243, 0.782)
H (1.303, -1.419, -0.035)
H (-0.832, 1.510, -1.006)
O (-0.337, 0.267, 2.999)
O (-0.693, -0.940, 0.750)
O (1.850, 0.273, -1.657)
O (-0.397, 1.235, -3.054)


No. 6
This record from the OMol25 dataset describes a cluster of 2 separate species, C3H4FP in total in a non-equilibrium geometry. The level of theory is ωB97M-V with the def2-TZVPD basis set.

Output
highest occupied orbital energy (spin up / spin down)	-8.11 / -8.40	eV
max |F|	2.359	eV/A
spin multiplicity	1
energy	-557.7612	Ha
orbital gap (spin up / spin down)	6.934 / 7.158	eV

Geometry (Å):
C (-0.121, -1.846, 0.390)
C (0.259, -0.743, 0.098)
C (0.793, 0.379, -0.606)
F (-1.881, 0.831, 0.565)
P (-0.914, 2.013, 1.153)
H (-0.777, -2.640, 0.723)
H (1.827, 0.574, -0.303)
H (0.101, 1.282, -0.314)
H (0.714, 0.150, -1.705)


No. 7
This record from the OMol25 dataset describes a structure of composition C4H10O. The level of theory is ωB97M-V with the def2-TZVPD basis set.

Output
highest occupied orbital energy	-7.56	eV
max |F|	0.373	eV/A
spin multiplicity	1
energy	-233.4860	Ha
orbital gap	8.312	eV

Geometry (Å):
C (-0.497, 1.232, -1.350)
C (0.605, 0.183, -1.174)
C (0.225, -1.225, -0.798)
C (0.332, -0.811, 1.844)
O (-0.672, -0.940, 0.829)
H (-1.030, 1.396, -0.406)
H (-1.234, 0.893, -2.090)
H (-0.101, 2.199, -1.686)
H (1.109, 0.008, -2.141)
H (1.400, 0.569, -0.518)
H (-0.742, -1.408, -1.318)
H (1.174, -1.465, 1.599)
H (0.657, 0.231, 1.835)
H (-0.098, -1.049, 2.821)
H (-1.004, -1.849, 0.871)


No. 8
This record from the OMol25 dataset describes the molecule C5H10O4 in a non-equilibrium geometry. The level of theory is ωB97M-V with the def2-TZVPD basis set.

Output
highest occupied orbital energy	-10.13	eV
max |F|	3.305	eV/A
spin multiplicity	1
energy	-497.4507	Ha
SMILES	O=C(O)CCCOCO
orbital gap	10.685	eV

Geometry (Å):
O (-2.104, -1.406, 1.109)
C (-0.917, -1.269, 0.932)
C (-0.090, -0.174, 1.571)
C (-0.158, 1.166, 0.849)
C (0.940, 1.363, -0.184)
O (1.034, 0.251, -1.065)
C (0.016, 0.124, -2.005)
O (-0.779, -1.014, -1.793)
H (-0.457, -0.072, 2.605)
H (0.955, -0.508, 1.649)
H (-1.132, 1.271, 0.351)
H (-0.094, 1.969, 1.596)
H (0.747, 2.273, -0.769)
H (1.909, 1.474, 0.327)
H (-0.669, 0.985, -1.964)
H (0.510, 0.072, -2.986)
O (-0.190, -2.444, 0.467)
H (-0.281, -1.756, -1.239)
H (0.762, -2.305, 0.549)